C70H104As7BrF42N10 | ωB97M-V with the def2-TZVPD basis set

Electronic energy: -699231.0360 eV
HOMO level: -9.82 eV
Frontier orbital gap: 3.04 eV
Net charge: +2
Multiplicity: 1

Positions of all 234 atoms, in Å:
C1 5.6374 -1.5620 -6.7322
C2 5.6694 -0.9601 -8.0890
C3 5.9424 0.5651 -8.0588
C4 4.7796 1.3143 -7.4287
N1 4.9622 2.7898 -7.3030
C5 6.2703 3.1844 -6.6245
C6 5.9981 4.4919 -5.8286
C7 4.4762 4.8251 -6.0161
C8 3.8992 3.4833 -6.4393
C9 5.0065 3.3762 -8.6760
C10 3.8571 2.8596 -9.4800
C11 3.8177 3.6357 -10.7669
H1 6.5753 -1.5255 -6.1865
H2 5.5050 -2.6532 -6.7609
H3 4.8105 -1.2317 -6.0536
H4 4.8016 -1.2385 -8.6712
H5 6.4621 -1.4559 -8.7092
H6 6.1480 0.8747 -9.1188
H7 6.8918 0.6862 -7.5200
H8 4.5992 0.9475 -6.4016
H9 3.8381 1.2033 -7.9503
H10 7.1025 3.1172 -7.3709
H11 6.5722 2.3681 -5.9771
H12 6.6736 5.3140 -6.0403
H13 6.0471 4.1619 -4.8026
H14 4.1803 5.6134 -6.7176
H15 3.9979 5.2355 -5.1350
H16 2.9620 3.5549 -6.9309
H17 3.7024 2.8121 -5.6292
H18 5.9352 3.1056 -9.1363
H19 4.9482 4.4581 -8.5164
H20 2.9072 2.8405 -8.9842
H21 4.0035 1.8300 -9.8004
H22 3.4835 4.6718 -10.6270
H23 3.1255 3.2460 -11.4981
H24 4.7793 3.6254 -11.2747
C12 6.7786 6.7925 1.9307
C13 5.3558 6.4210 2.3119
C14 5.3156 5.0338 2.8905
C15 3.9652 4.6440 3.2580
N2 3.7512 3.1797 3.5951
C16 2.3151 2.8995 4.0218
C17 2.3856 2.3921 5.3880
C18 3.7312 2.8945 5.9306
C19 4.5852 2.7526 4.7461
C20 4.1593 2.3414 2.3895
C21 3.4687 2.8259 1.1869
C22 4.1444 2.1141 -0.0101
H25 6.8771 7.7354 1.3789
H26 7.3465 5.9908 1.4566
H27 7.2436 6.8733 2.8921
H28 4.7491 6.5002 1.3979
H29 4.8793 7.1638 2.9631
H30 6.0251 4.9557 3.7117
H31 5.8013 4.3656 2.1640
H32 3.1892 4.9302 2.5599
H33 3.5541 5.1494 4.1217
H34 1.7786 2.2680 3.3297
H35 1.8208 3.8508 3.9852
H36 2.3793 1.2952 5.4245
H37 1.6107 2.6827 6.0535
H38 3.9997 2.2133 6.7310
H39 3.7049 3.9506 6.2668
H40 4.8608 1.6748 4.5829
H41 5.5036 3.3414 4.6724
H42 4.0163 1.2882 2.6664
H43 5.2240 2.5094 2.1486
H44 3.6509 3.9213 1.1031
H45 2.3943 2.6449 1.2180
H46 3.5530 2.3178 -0.9151
H47 4.2861 1.0501 0.0772
H48 5.0925 2.5933 -0.2181
C23 1.6673 -5.7725 -3.8071
N3 0.9190 -5.6559 -2.5661
C24 1.5143 -5.0992 -1.5064
C25 0.8020 -4.8362 -0.3279
C26 -0.5453 -5.0768 -0.3367
C27 -1.1271 -5.7298 -1.4267
C28 -0.3632 -5.9762 -2.5227
C29 -1.4338 -4.6547 0.7281
C30 -1.7695 -3.3299 0.9272
C31 -2.7779 -2.9624 1.7800
N4 -3.4229 -3.9483 2.4761
C32 -3.0831 -5.2462 2.3592
C33 -2.0857 -5.6208 1.4999
C34 -4.5655 -3.5199 3.3173
H49 2.3287 -4.9179 -3.8126
H50 1.0199 -5.6762 -4.6372
H51 2.2299 -6.6711 -3.8907
H52 2.5668 -4.8789 -1.6456
H53 1.3536 -4.4646 0.4817
H54 -2.1954 -5.9307 -1.5093
H55 -0.7402 -6.2004 -3.5163
H56 -1.1902 -2.5797 0.4061
H57 -3.0089 -1.9226 2.0214
H58 -3.6119 -5.8806 3.0338
H59 -1.7702 -6.6515 1.3682
H60 -4.2227 -3.4137 4.3208
H61 -5.3216 -4.2757 3.3527
H62 -4.9475 -2.6081 2.8772
C35 1.9601 -1.5033 -4.7479
N5 1.5297 -0.5134 -3.7520
C36 1.7601 -0.7363 -2.4364
C37 1.2573 0.1556 -1.4834
C38 0.3372 1.1442 -1.8373
C39 0.0553 1.2569 -3.1906
C40 0.6766 0.4706 -4.1369
C41 -0.3007 1.8544 -0.6885
C42 -0.4465 1.2458 0.5425
C43 -1.0075 1.9138 1.5944
N6 -1.3992 3.2820 1.4334
C44 -1.2967 3.8934 0.2303
C45 -0.7273 3.1961 -0.8483
C46 -1.9052 3.9402 2.5731
H63 1.1371 -2.0727 -5.1107
H64 2.6741 -2.2023 -4.2498
H65 2.5113 -1.0210 -5.5258
H66 2.4852 -1.4679 -2.1614
H67 1.6071 -0.0287 -0.4852
H68 -0.6939 1.9957 -3.5191
H69 0.4334 0.4964 -5.1925
H70 -0.1131 0.2103 0.6643
H71 -1.3426 1.3937 2.4484
H72 -1.5944 4.9124 0.1057
H73 -0.6508 3.6738 -1.8116
H74 -1.9195 3.2142 3.3631
H75 -2.9275 4.2534 2.4166
H76 -1.3512 4.8427 2.8584
C47 -6.5138 1.0621 -0.6246
N7 -6.3854 -0.4072 -0.5950
C48 -7.5359 -1.1142 -0.4621
C49 -7.4865 -2.4739 -0.6471
C50 -6.2041 -3.1263 -0.6808
C51 -5.0563 -2.3697 -0.7453
C52 -5.1808 -0.9989 -0.7604
C53 -6.1946 -4.6162 -0.9620
C54 -5.7130 -4.9561 -2.1740
C55 -5.8466 -6.2174 -2.7472
N8 -6.5202 -7.1680 -1.9810
C56 -6.8306 -6.9713 -0.6757
C57 -6.6678 -5.6701 -0.2026
C58 -6.7188 -8.4877 -2.5978
H77 -7.3963 1.3595 -1.1553
H78 -5.6892 1.5163 -1.1515
H79 -6.5253 1.3821 0.4034
H80 -8.4440 -0.4935 -0.3086
H81 -8.4215 -3.0504 -0.6431
H82 -4.1082 -2.8309 -1.0734
H83 -4.3162 -0.3762 -0.8837
H84 -5.2142 -4.2110 -2.7714
H85 -5.5124 -6.4833 -3.7414
H86 -7.2061 -7.7975 -0.0822
H87 -6.8813 -5.4905 0.8638
H88 -7.0268 -9.1365 -1.7989
H89 -5.7937 -8.8932 -3.0211
H90 -7.5079 -8.4793 -3.3311
C59 -0.1600 -4.3004 10.2736
N9 -1.1783 -3.3540 9.7823
C60 -2.2742 -2.9435 10.5171
C61 -3.1433 -1.8910 10.0910
C62 -2.9471 -1.2425 8.8989
C63 -2.0079 -1.8847 8.1267
C64 -1.0980 -2.8542 8.5315
C65 -3.7150 -0.0380 8.3842
C66 -3.1449 0.6100 7.2626
C67 -3.6833 1.7520 6.7661
N10 -4.7521 2.2493 7.3261
C68 -5.3015 1.6957 8.4765
C69 -4.8072 0.5126 9.0215
C70 -5.3504 3.4783 6.7584
H91 0.4201 -4.7006 9.4494
H92 -0.6377 -5.1134 10.8302
H93 0.4653 -3.7370 11.0363
H94 -2.4052 -3.4630 11.4630
H95 -3.8354 -1.4888 10.8015
H96 -1.8403 -1.4837 7.1512
H97 -0.3319 -3.2080 7.8480
H98 -2.2505 0.3088 6.8007
H99 -3.3200 2.1657 5.8505
H100 -6.2379 2.1321 8.7738
H101 -5.3745 0.1061 9.8413
H102 -5.0327 3.6230 5.7108
H103 -5.0113 4.3361 7.3501
H104 -6.4180 3.3671 6.8210
Br1 1.3824 0.8755 -7.3625
As1 -4.0213 3.1766 -3.3586
F1 -3.8132 1.8608 -2.1015
F2 -5.5333 3.6211 -2.6877
F3 -4.1760 4.4714 -4.5426
F4 -2.3362 2.6987 -3.9950
F5 -4.7043 2.0013 -4.3817
F6 -3.2181 4.3631 -2.2516
As2 3.8531 -5.9029 -6.2139
F7 4.4173 -6.2488 -4.5389
F8 5.2693 -4.9183 -6.4487
F9 3.3144 -5.6127 -7.8312
F10 2.4206 -6.9761 -5.9974
F11 2.9513 -4.4072 -5.7801
F12 4.7468 -7.3225 -6.6873
As3 -2.0495 -2.6872 -3.3248
F13 -0.3912 -3.2312 -3.1170
F14 -1.4762 -1.1741 -3.6631
F15 -3.6993 -2.0549 -3.5383
F16 -2.7079 -4.2311 -2.8430
F17 -2.0588 -2.2665 -1.5469
F18 -2.0079 -3.1298 -4.8970
As4 -0.5098 -1.8395 4.5131
F19 0.3275 -2.7929 5.7436
F20 -2.1277 -2.2943 5.1165
F21 -1.3049 -0.9652 3.1679
F22 1.1220 -1.3543 3.8181
F23 -0.5070 -3.3755 3.5751
F24 -0.5117 -0.4162 5.5957
As5 -5.6026 5.8324 2.4593
F25 -4.2843 5.4246 3.6455
F26 -6.3168 6.9048 3.6021
F27 -6.8290 6.1294 1.3411
F28 -4.7415 4.7147 1.3326
F29 -6.4934 4.3979 3.0769
F30 -4.6875 7.1235 1.8149
As6 -0.9265 3.9822 6.2400
F31 -0.8658 5.5847 6.6810
F32 -2.0582 3.6929 7.5883
F33 -0.9348 2.2796 5.6381
F34 0.2711 4.3460 4.9440
F35 0.3466 3.5462 7.2899
F36 -2.3427 4.3834 5.1494
As7 3.8045 -2.2742 0.4162
F37 3.5965 -0.8833 1.5547
F38 3.1416 -3.3710 1.5833
F39 3.9548 -3.5155 -0.7623
F40 4.3034 -1.1263 -0.8612
F41 5.3498 -2.4583 0.9927
F42 2.1033 -2.1376 -0.1950